1.
{"formula": "C9H21FO13P2", "method": "ωB97M-V with the def2-TZVPD basis set", "max_force_ev_per_a": 0.37, "multiplicity": 1, "gap_ha": 0.406, "e_homo_ha": -0.398, "elements": ["O", "O", "C", "C", "H", "H", "O", "H", "O", "C", "O", "P", "H", "F", "H", "H", "H", "H", "O", "C", "O", "H", "O", "H", "O", "H", "C", "O", "C", "P", "H", "H", "H", "H", "O", "H", "O", "O", "C", "H", "H", "H", "H", "C", "H", "C"], "positions_angstrom": [[0.171, 1.962, 3.376], [-1.604, -2.846, -2.368], [-2.879, 2.325, 1.739], [1.017, -1.465, -0.127], [4.742, 0.111, 1.149], [-0.438, -1.211, -2.900], [3.148, 1.610, -0.323], [-2.663, 1.810, 0.805], [-5.226, -5.012, -0.862], [1.548, 2.244, 3.114], [-3.196, -0.817, -2.092], [-2.997, -2.165, -2.611], [1.711, 3.317, 3.021], [1.070, -2.306, 0.984], [-3.821, 1.978, 2.151], [1.302, -0.467, 0.203], [-1.023, -2.092, -0.102], [0.407, -2.664, -2.371], [-0.316, 2.916, 1.388], [-0.438, -2.011, -2.159], [-3.230, -2.320, -4.174], [2.912, 5.285, -0.503], [-4.705, -2.816, 0.388], [-2.908, 3.399, 1.565], [-1.890, 2.005, 2.727], [1.776, -1.824, -0.828], [2.779, 4.208, -0.521], [5.285, 1.948, 0.335], [-0.651, 2.356, 2.402], [-4.234, -3.810, -0.560], [6.467, 0.376, 0.769], [-0.800, -0.471, -0.705], [1.993, 3.905, 0.170], [5.293, 0.060, -0.539], [-3.991, -3.299, -2.054], [-2.779, -4.801, 0.683], [-2.822, -4.475, -0.223], [4.047, 3.664, -0.116], [-0.381, -1.476, -0.733], [2.104, 1.854, 3.961], [-4.905, -5.875, -0.591], [-3.782, -1.598, -4.496], [1.859, 1.753, 2.193], [5.446, 0.528, 0.431], [2.527, 3.871, -1.524], [4.077, 2.336, -0.071]], "forces_ev_per_a": [[-0.030, 0.092, -0.012], [-0.043, 0.105, -0.032], [-0.037, -0.007, -0.004], [0.019, 0.184, -0.088], [-0.008, 0.001, -0.007], [0.010, 0.016, 0.030], [0.068, -0.185, -0.055], [-0.002, -0.002, -0.002], [-0.054, 0.159, 0.120], [0.097, -0.035, -0.073], [0.029, 0.033, 0.012], [-0.093, -0.131, -0.100], [-0.016, 0.007, 0.005], [0.005, -0.110, 0.087], [0.004, -0.006, -0.008], [0.047, -0.017, 0.046], [0.087, -0.071, 0.015], [-0.053, -0.063, 0.033], [-0.003, 0.047, 0.039], [0.083, -0.092, 0.003], [0.016, 0.020, 0.120], [0.005, -0.002, -0.001], [-0.067, -0.054, 0.030], [0.011, -0.001, -0.005], [0.046, 0.045, 0.018], [-0.008, 0.009, -0.026], [-0.023, 0.037, 0.045], [-0.009, -0.020, -0.080], [-0.007, -0.165, -0.068], [0.029, 0.062, -0.138], [-0.003, -0.001, -0.001], [-0.076, -0.039, -0.006], [-0.007, -0.021, -0.021], [-0.010, 0.001, 0.001], [0.215, 0.026, 0.109], [0.123, 0.200, 0.158], [-0.216, -0.273, -0.139], [0.040, -0.035, -0.050], [-0.026, 0.212, -0.033], [-0.055, -0.019, 0.022], [0.057, -0.116, -0.075], [-0.042, 0.043, -0.093], [0.050, 0.024, 0.003], [0.023, -0.003, 0.014], [-0.003, -0.007, 0.003], [-0.175, 0.149, 0.205]], "mulliken_charge": [-0.3398, -0.3010, -0.5218, 0.0520, 0.2792, 0.3042, -0.5316, 0.2058, -0.4999, -0.3334, -0.5873, 0.8065, 0.2800, -0.3564, 0.2168, -0.0548, 0.1805, 0.4276, -0.5536, -0.6904, -0.5236, 0.2204, -0.5747, 0.2871, -0.3487, 0.2477, -0.4152, -0.3489, 0.8407, 0.9533, 0.1999, 0.2610, 0.1275, 0.2905, -0.1300, 0.3363, -0.4593, -0.3527, -0.0891, 0.2637, 0.3316, 0.3496, 0.0037, -0.6029, 0.2815, 0.8679]}

---

2.
{"formula": "C9H21N5S", "method": "ωB97M-V with the def2-TZVPD basis set", "max_force_ev_per_a": 7.74, "charge": 2, "multiplicity": 3, "gap_ha": [0.231, 0.205], "s2": 2.014, "e_homo_ha": [-0.463, -0.616], "elements": ["H", "H", "H", "H", "H", "S", "C", "H", "H", "N", "C", "H", "H", "C", "H", "H", "H", "H", "N", "N", "C", "C", "N", "H", "H", "H", "H", "C", "C", "C", "C", "H", "N", "H", "H", "H"], "positions_angstrom": [[0.675, -2.162, 0.747], [2.967, 1.434, 2.537], [2.686, -0.248, -0.155], [-1.052, -0.555, -0.196], [0.599, -3.723, -1.311], [3.206, 1.922, 0.060], [3.369, 2.158, 1.909], [4.406, 2.054, 1.989], [-4.686, 0.496, -1.681], [-2.643, 1.437, -0.362], [0.806, 0.351, -0.142], [3.230, -2.539, 0.895], [-5.400, -0.545, -0.288], [1.373, -2.076, -0.099], [0.953, 2.516, -2.109], [-1.313, 3.477, -0.616], [-0.435, -2.254, -1.217], [-5.390, 1.347, -0.215], [1.599, -0.647, -0.155], [1.498, 1.851, -0.133], [-3.470, 0.320, 0.129], [-4.879, 0.405, -0.513], [-0.683, 2.676, -0.700], [-2.902, -0.694, 0.070], [2.964, 3.063, 2.148], [3.296, -2.964, -0.788], [1.019, -2.133, -2.295], [-1.333, 1.571, -0.419], [2.715, -2.837, 0.100], [0.680, -2.634, -1.407], [0.787, 2.765, -0.967], [-3.518, 0.588, 1.274], [-0.582, 0.377, -0.338], [2.484, -3.864, 0.234], [-3.181, 2.173, -0.785], [1.128, 3.774, -0.634]], "forces_ev_per_a": [[0.285, -0.693, -0.004], [-1.056, -1.685, 0.596], [-3.394, -1.836, -0.025], [0.505, 1.749, -0.303], [0.397, 0.342, -0.662], [-1.679, 0.835, 0.718], [0.189, -1.838, -2.096], [1.797, 0.428, 0.267], [-0.693, -0.452, 2.258], [-0.356, 0.674, -0.690], [-2.742, 6.367, 1.781], [2.359, 1.446, 3.230], [-0.132, 0.897, -0.163], [0.470, -1.075, -0.954], [0.055, 0.678, 2.089], [1.161, 0.331, -0.192], [1.890, -0.973, -1.028], [0.111, -0.959, 0.087], [7.609, -1.139, -0.864], [-0.116, -4.320, -0.307], [0.585, -0.035, 2.923], [1.669, -0.062, -2.156], [0.438, 1.422, 0.323], [-1.363, 1.680, -0.331], [-0.690, 2.691, 0.375], [0.518, 0.936, -0.806], [0.444, -0.483, -0.485], [1.271, -5.581, -0.215], [-3.193, -0.698, -2.619], [-3.244, 1.750, 2.980], [-0.971, 0.994, -1.629], [-0.270, -1.105, -1.907], [-0.636, 0.934, 0.137], [-0.646, -1.015, 0.674], [-0.176, 0.317, -0.036], [-0.399, -0.522, -0.963]], "mulliken_charge": [0.3506, 0.3492, 0.1676, 0.1377, 0.3983, 0.0787, -0.7968, 0.4134, 0.3158, -0.2207, 0.2658, 0.5613, 0.3572, 0.1243, 0.2916, 0.2539, 0.1986, 0.3472, -0.0987, -0.0230, -0.2777, -1.1144, -0.2243, 0.1924, 0.3417, 0.4420, 0.3487, 0.5294, -1.7882, -1.0093, -0.4176, 0.2759, 0.0737, 0.4635, 0.2794, 0.4128]}

---

3.
{"formula": "C9H21NOS", "method": "ωB97M-V with the def2-TZVPD basis set", "max_force_ev_per_a": 3.67, "multiplicity": 3, "gap_ha": [0.273, 0.275], "s2": 2.012, "e_homo_ha": [-0.254, -0.360], "elements": ["H", "C", "C", "H", "H", "H", "O", "S", "H", "H", "H", "C", "H", "H", "H", "H", "H", "H", "N", "H", "H", "C", "C", "C", "H", "H", "H", "C", "H", "C", "H", "C", "H"], "positions_angstrom": [[1.706, 1.749, 1.090], [-3.308, 0.516, 1.385], [2.456, -1.328, -0.262], [1.187, 0.907, -1.501], [1.576, -1.399, -0.923], [2.530, 1.998, -0.941], [-0.703, 1.386, -0.632], [-1.025, 0.133, 0.032], [-3.713, -2.245, -0.026], [4.275, 1.311, 0.885], [-2.915, -0.096, 2.231], [-3.496, 0.494, -1.025], [3.371, -1.778, -0.762], [-0.847, -0.868, -1.159], [4.308, -0.602, 1.012], [2.178, -1.816, 0.717], [-3.000, 1.550, 1.476], [1.905, 0.232, 2.138], [-0.347, -0.369, 1.293], [-4.433, 0.484, 1.288], [-2.077, -2.178, 0.708], [1.841, 0.698, 1.124], [2.335, 0.975, -1.244], [4.196, 0.354, 0.345], [-2.226, -1.803, -0.997], [-4.508, 0.979, -0.776], [2.945, 0.581, -2.187], [-2.762, -1.736, -0.004], [-2.814, 1.338, -0.948], [2.673, 0.170, -0.042], [5.004, 0.603, -0.345], [-2.837, -0.259, 0.136], [-3.475, 0.020, -2.086]], "forces_ev_per_a": [[-0.390, 0.858, 0.211], [-1.043, -2.595, 0.648], [-0.235, -0.333, -0.009], [2.441, 0.150, 0.356], [0.316, -0.502, 0.100], [0.197, 0.442, -0.791], [-0.546, 0.232, 0.692], [1.070, -1.231, -3.288], [-0.308, -0.071, -0.077], [-0.237, -0.546, 0.837], [-0.674, 0.857, -0.059], [-0.229, 0.562, -0.934], [-1.269, 0.250, 0.645], [0.297, 1.546, 2.054], [0.916, 2.184, -0.950], [0.624, 0.178, -1.074], [0.313, 0.084, -0.335], [-0.054, 0.333, -1.103], [-1.246, -0.622, 0.230], [1.154, 0.035, 0.786], [-0.182, -0.216, 0.353], [2.174, -0.687, 0.442], [-1.226, -0.851, -2.749], [-0.958, -0.468, 2.112], [-1.093, -0.848, 0.765], [1.283, -1.342, -0.364], [-1.138, 1.223, 1.894], [0.554, -0.463, -0.786], [-0.374, 0.767, -1.346], [0.748, -0.398, 0.941], [-0.328, -1.264, -0.985], [-0.592, 1.978, -0.203], [0.033, 0.756, 1.986]], "mulliken_charge": [0.4293, -1.4185, -1.5717, 0.1785, 0.2719, 0.4159, -0.6443, 0.6680, 0.4036, 0.3837, 0.3681, -1.0879, 0.4495, 0.0694, 0.3208, 0.3374, 0.3344, 0.3649, -0.4387, 0.4664, 0.3710, -1.5822, -1.3608, -1.5492, 0.4315, 0.2980, 0.3258, -1.4587, 0.4535, 2.2901, 0.3482, 0.8984, 0.2336]}

---

4.
{"formula": "C9H21NP", "method": "ωB97M-V with the def2-TZVPD basis set", "max_force_ev_per_a": 3.21, "charge": 1, "relative_energy_ev": 0.000, "multiplicity": 1, "gap_ha": 0.302, "e_homo_ha": -0.477, "elements": ["H", "N", "H", "H", "C", "C", "H", "C", "H", "H", "H", "H", "C", "H", "P", "H", "H", "H", "H", "H", "H", "H", "H", "C", "H", "C", "C", "C", "C", "H", "H", "H"], "positions_angstrom": [[3.343, -1.762, -0.423], [-0.057, 1.496, 0.107], [2.177, -2.116, 0.872], [-1.743, -0.328, -2.153], [-3.197, -0.552, 0.113], [-1.682, -0.398, 0.011], [-2.901, 2.096, -0.628], [-1.024, -1.204, 1.133], [2.509, 1.987, -1.432], [3.979, 0.610, 1.265], [-3.571, -0.222, 1.078], [-3.446, -1.605, 0.006], [-1.207, 1.046, 0.125], [-1.772, 3.110, 0.293], [1.978, 0.158, 0.023], [-1.427, -1.932, -1.493], [2.166, 0.517, -2.355], [2.735, 1.861, 1.526], [-0.147, -0.706, -1.501], [0.042, -0.982, 1.202], [3.736, 0.697, -1.539], [2.607, 0.295, 2.355], [-3.718, -0.011, -0.672], [2.310, -1.638, -0.097], [1.649, -2.110, -0.822], [2.669, 0.912, -1.475], [-1.216, -0.873, -1.372], [2.917, 0.793, 1.437], [-2.246, 2.133, 0.239], [-1.485, -0.965, 2.089], [-2.829, 1.963, 1.141], [-1.147, -2.268, 0.949]], "forces_ev_per_a": [[0.043, 0.037, 0.009], [3.159, -0.582, 0.125], [-0.026, 0.026, 0.005], [0.004, 0.019, -0.112], [0.134, 0.136, 0.000], [0.271, -0.591, -0.048], [-0.069, -0.025, -0.026], [0.007, 0.122, -0.060], [-0.001, 0.059, 0.010], [-0.002, -0.001, 0.002], [-0.076, 0.024, 0.089], [-0.010, -0.111, -0.004], [-0.864, -0.508, 0.020], [-0.072, -0.011, 0.001], [-1.530, 1.122, -0.270], [-0.021, -0.120, -0.010], [-0.021, -0.036, -0.021], [0.003, 0.043, 0.015], [-0.022, -0.072, -0.072], [-0.104, -0.128, 0.077], [0.018, -0.002, 0.008], [-0.023, -0.001, -0.001], [-0.076, 0.038, -0.074], [-0.247, 0.348, 0.092], [-0.017, 0.029, -0.019], [-0.192, -0.112, 0.298], [0.002, 0.051, 0.087], [-0.294, -0.105, -0.239], [0.094, 0.514, -0.005], [0.007, -0.006, 0.115], [-0.066, -0.027, 0.018], [-0.012, -0.130, -0.009]], "mulliken_charge": [0.4457, -0.6714, 0.4036, 0.4098, -2.0886, 1.7632, 0.3118, -1.1763, 0.3699, 0.4124, 0.4583, 0.4601, 0.7175, 0.4427, 0.9270, 0.4455, 0.3409, 0.3727, -0.0202, -0.0925, 0.4329, 0.3476, 0.4306, -1.1907, 0.3529, -1.1822, -1.2210, -1.1668, -1.2304, 0.4187, 0.3252, 0.4513]}

---

5.
{"formula": "C9H21NSi", "method": "ωB97M-V with the def2-TZVPD basis set", "max_force_ev_per_a": 4.71, "relative_energy_ev": 3.998, "multiplicity": 1, "gap_ha": 0.295, "e_homo_ha": -0.265, "elements": ["C", "C", "H", "C", "C", "H", "H", "H", "H", "H", "C", "C", "H", "H", "C", "C", "H", "H", "H", "H", "H", "H", "H", "H", "H", "H", "N", "Si", "H", "H", "H", "C"], "positions_angstrom": [[-1.638, 2.287, -0.148], [1.762, 1.340, 1.360], [2.857, -0.894, 1.927], [-1.214, 1.371, -1.251], [-0.093, 1.831, -2.116], [-1.975, 3.302, -0.495], [1.802, -0.802, 3.399], [-1.831, -0.811, 1.823], [-0.747, 2.482, 0.494], [1.822, 1.919, 2.245], [0.240, -2.042, -2.185], [0.981, 0.118, 1.579], [0.230, 1.132, -2.785], [0.242, 0.463, 2.355], [-2.215, -2.429, 0.572], [1.809, -0.919, 2.226], [0.770, 2.162, -1.520], [0.878, -2.060, -3.096], [-0.052, -3.146, -2.046], [-2.370, 1.970, 0.520], [-1.872, -3.222, -0.029], [-2.107, 1.087, -1.773], [-0.518, 2.669, -2.662], [1.778, -1.582, -0.800], [1.392, 2.075, 0.537], [1.520, -1.974, 1.787], [0.801, -1.498, -1.018], [-0.044, -0.567, 0.129], [2.904, 1.125, 1.144], [-0.569, -1.258, -2.282], [-3.002, -2.746, 1.149], [-1.540, -1.384, 0.959]], "forces_ev_per_a": [[2.349, 2.236, -0.150], [2.976, 2.316, -2.824], [0.126, 0.444, -0.028], [0.971, -2.586, 2.523], [-0.960, 2.246, 1.812], [0.229, -0.622, -0.048], [-0.064, -0.820, -2.271], [-0.694, 0.219, 0.221], [-0.523, 0.201, -0.277], [-0.011, 0.728, 1.036], [-1.124, -0.647, -0.957], [-1.876, 0.583, -0.062], [0.832, -2.015, -1.851], [-0.073, -0.705, -0.947], [0.655, -0.754, 0.466], [0.481, -3.172, 1.411], [-0.252, 0.080, -0.225], [-0.156, 0.481, 0.657], [-0.306, 1.626, -0.250], [-1.451, -1.069, 0.819], [0.554, -0.264, -1.549], [-0.151, -0.759, -0.608], [0.448, 0.577, -0.469], [0.319, -0.436, -0.366], [0.573, -1.409, 1.353], [0.214, 1.528, 1.790], [1.969, 0.657, 2.133], [-2.538, 1.777, -0.811], [-2.188, 0.298, -0.030], [-0.171, -1.738, -1.126], [-2.255, -0.555, 1.282], [2.097, 1.555, -0.653]], "mulliken_charge": [-1.3212, -1.4075, 0.4098, 0.0772, -1.1199, 0.3679, 0.2628, 0.3161, 0.1881, 0.4504, -0.7759, 0.8621, 0.3008, 0.1082, -0.8104, -1.2778, 0.2090, 0.2997, 0.2218, 0.3820, 0.2461, 0.3548, 0.4423, 0.2687, 0.1243, 0.2555, -0.0377, -0.1139, 0.2760, 0.2242, 0.3594, -0.1431]}

---

6.
{"formula": "C9H21NaO9", "method": "ωB97M-V with the def2-TZVPD basis set", "max_force_ev_per_a": 3.43, "charge": -2, "relative_energy_ev": 0.554, "multiplicity": 1, "gap_ha": 0.117, "e_homo_ha": 0.033, "elements": ["H", "H", "H", "C", "C", "C", "C", "O", "H", "H", "C", "H", "C", "H", "O", "H", "O", "O", "H", "O", "H", "C", "H", "H", "H", "O", "H", "O", "H", "H", "H", "C", "H", "Na", "O", "H", "H", "C", "H", "O"], "positions_angstrom": [[-1.572, 1.701, -3.711], [-3.415, 1.599, -3.647], [4.752, -1.188, -1.061], [-1.711, -2.602, 0.136], [1.421, 1.690, 2.112], [2.344, 2.994, -1.468], [0.105, -3.334, 1.454], [3.648, -0.201, 0.272], [3.001, 2.097, -1.401], [-4.119, -3.011, -2.039], [3.763, -1.313, -0.629], [1.112, 2.424, 1.357], [-2.461, 1.344, -3.154], [-2.805, 1.177, 2.928], [-2.606, -3.156, -0.688], [-1.667, 2.440, 3.596], [-1.722, 2.241, 1.541], [-1.095, -3.585, 0.767], [2.880, 3.794, -0.906], [-2.461, 1.966, -1.894], [0.650, -4.252, 1.661], [-3.426, -2.354, -1.495], [-4.111, -1.778, -0.871], [2.384, 3.356, -2.519], [0.605, 0.993, 2.277], [1.044, 2.736, -1.103], [-2.279, 0.252, -3.028], [-1.510, -1.425, 0.194], [0.871, -2.746, 0.936], [-3.001, -1.795, -2.329], [1.672, 2.313, 2.970], [2.462, 0.019, 0.831], [-1.114, 0.856, 3.061], [-0.556, 0.832, -0.161], [1.433, -0.552, 0.589], [3.753, -2.166, 0.056], [-0.064, -2.719, 2.338], [-1.824, 1.681, 2.805], [3.004, -1.386, -1.404], [2.612, 1.058, 1.627]], "forces_ev_per_a": [[-0.183, -0.009, -0.755], [-0.024, -0.537, -0.822], [-0.048, -0.128, -0.125], [-0.374, 1.084, -1.352], [-0.648, 1.254, -0.681], [-1.546, -0.351, -0.069], [1.382, 1.295, 0.514], [0.354, -0.310, -0.699], [0.405, -0.056, -0.140], [0.328, -0.531, 0.379], [0.311, 0.103, 1.301], [-0.191, -0.346, -0.299], [0.730, 1.560, 2.962], [-0.339, 0.083, 0.531], [0.410, -1.336, 0.068], [-0.227, -0.013, 0.517], [0.729, -1.226, 1.350], [0.203, -1.152, -0.004], [0.038, 0.122, 0.368], [-0.081, -1.209, -1.006], [-0.774, -0.416, 0.269], [-2.041, 0.187, -0.630], [0.504, 0.627, -0.090], [0.359, -0.058, -0.311], [0.226, 0.009, 0.271], [1.134, -0.334, 0.486], [-0.466, -0.503, -0.583], [0.424, 0.035, 0.523], [-0.692, 0.174, -0.734], [0.827, 0.467, 0.756], [0.183, -0.615, 0.321], [0.043, 1.968, -0.055], [0.309, -0.195, 0.041], [-0.773, 1.658, -0.357], [-0.320, -0.901, -0.207], [-0.039, -0.488, -0.678], [-0.201, -0.369, 0.292], [-0.225, 0.694, -1.932], [-0.210, 0.269, 0.192], [0.504, -0.503, 0.391]], "mulliken_charge": [0.2005, 0.1595, 0.2344, 0.7444, -0.4782, -0.7031, -0.4068, -0.4008, 0.0444, 0.2264, -0.6661, 0.4339, -0.2790, 0.1958, -0.3903, 0.2375, -0.7442, -0.3535, 0.1944, -0.7989, 0.3029, -0.6029, 0.3234, 0.2381, -0.0211, -0.6787, -0.1957, -0.4252, 0.0385, 0.2096, 0.2905, 0.9146, 0.0684, 0.6716, -0.4307, 0.3111, 0.2991, -0.6192, 0.2529, -0.3974]}